*P*
2 unconnected molecules or ions with the total composition C3H8NO3. Source: the OMol25 dataset; level of theory: ωB97M-V/def2-TZVPD.

Last column: Mulliken charge in e.
Atoms and positions in Å:
C1 1.388 -0.235 -1.078  -0.430
O1 0.296 0.549 -0.805  -0.998
C2 1.913 -0.972 0.161  -0.878
H1 2.202 0.373 -1.498  0.250
H2 1.166 -0.975 -1.879  0.239
H3 2.406 -1.929 -0.061  0.336
H4 1.059 -1.183 0.817  0.232
H5 2.581 -0.339 0.751  0.208
N1 -1.890 -0.162 0.343  -0.377
C3 -2.278 1.018 0.860  0.532
O2 -1.364 1.999 0.691  -0.545
O3 -3.321 1.237 1.450  -0.702
H6 -2.595 -0.873 0.296  0.143
H7 -1.000 -0.122 -0.270  0.461
H8 -0.564 1.616 0.222  0.529

HOMO (eV): -4.13
Charge: -1
2S+1: 1
M (g mol⁻¹): 106.1
Orbital gap (eV): 8.308

---

*Q*
A molecular structure, C3H8NO3. Source: the OMol25 dataset; level of theory: ωB97M-V/def2-TZVPD.

Last column: Mulliken charge in e.
Atoms and positions in Å:
C1 -1.041 0.168 1.290  -1.057
C2 0.348 -0.302 0.876  -0.356
C3 0.430 -1.168 -0.364  -0.320
N1 0.539 -0.410 -1.597  -0.134
O1 1.561 0.386 -1.712  -0.624
O2 -0.174 1.958 -1.510  -0.480
O3 -0.817 0.686 -1.594  -0.330
H1 -0.934 0.763 2.318  0.238
H2 -1.346 0.796 0.453  0.333
H3 -1.800 -0.651 1.432  0.279
H4 0.587 -0.805 1.800  0.391
H5 0.970 0.621 0.670  0.209
H6 1.279 -1.806 -0.113  0.258
H7 -0.448 -1.893 -0.456  0.252
H8 0.845 1.657 -1.495  0.342

HOMO (eV): -2.55
Charge: -1
2S+1: 1
M (g mol⁻¹): 106.1
Orbital gap (eV): 6.832

---

Stability summary - winner: *P*; margin: 704.8 kJ/mol.

---

*P*
A single C2H4OS molecule. Source: the OMol25 dataset; level of theory: ωB97M-V/def2-TZVPD.

Last column: Mulliken charge in e.
Atoms and positions in Å:
C1 -0.358 0.211 0.122  -0.112
C2 0.825 -0.713 0.322  -0.884
O1 -1.848 1.759 -1.261  -0.501
S1 -0.462 1.372 -1.079  0.305
H1 -1.192 -0.065 0.831  0.293
H2 0.371 -1.670 0.547  0.293
H3 1.299 -0.731 -0.580  0.317
H4 1.364 -0.163 1.097  0.290

HOMO (eV): -9.07
2S+1: 1
M (g mol⁻¹): 76.1
Orbital gap (eV): 8.958

---

*Q*
A single C2H4OS molecule. Source: the OMol25 dataset; level of theory: ωB97M-V/def2-TZVPD.

Last column: Mulliken charge in e.
Atoms and positions in Å:
C1 1.103 0.042 -0.116  -0.472
O1 -0.232 0.182 -0.610  -0.174
C2 -1.217 -0.127 0.141  0.005
S1 -2.926 0.489 -0.227  -0.279
H1 0.985 -0.614 0.827  0.302
H2 1.594 1.079 -0.262  0.213
H3 1.698 -0.473 -0.885  0.207
H4 -1.004 -0.577 1.131  0.197

HOMO (eV): -8.46
Structure (SMILES): COC=S
2S+1: 1
M (g mol⁻¹): 76.1
Orbital gap (eV): 8.467

---

*R*
A single C2H4OS molecule. Source: the OMol25 dataset; level of theory: ωB97M-V/def2-TZVPD.

Last column: Mulliken charge in e.
Atoms and positions in Å:
O1 1.896 0.997 -0.070  -0.434
C1 1.141 0.130 0.265  0.107
C2 -0.160 -0.225 -0.463  -0.533
S1 -2.044 0.261 0.023  -0.182
H1 1.415 -0.645 0.855  0.352
H2 -0.291 0.157 -1.547  0.254
H3 -0.112 -1.297 -0.368  0.306
H4 -1.845 0.623 1.304  0.130

HOMO (eV): -9.58
Structure (SMILES): O=CCS
2S+1: 1
M (g mol⁻¹): 76.1
Orbital gap (eV): 9.584

---

Stability summary - winner: *R*; margin: 32.8 kJ/mol.

---

*P*
A single C2H4OS molecule. Source: the OMol25 dataset; level of theory: ωB97M-V/def2-TZVPD.

Last column: Mulliken charge in e.
Atoms and positions in Å:
C1 -0.393 0.253 0.147  -0.808
O1 0.688 0.272 1.054  -0.206
C2 1.702 0.831 0.604  -0.111
S1 3.142 1.014 1.604  -0.261
H1 -0.294 0.028 -0.880  0.376
H2 -0.745 1.290 0.102  0.377
H3 -1.074 -0.382 0.549  0.308
H4 1.604 1.465 -0.234  0.324

HOMO (eV): -8.53
Structure (SMILES): COC=S
2S+1: 1
M (g mol⁻¹): 76.1
Orbital gap (eV): 8.660

---

*Q*
2 unconnected molecules or ions with the total composition C2H4OS. Source: the OMol25 dataset; level of theory: ωB97M-V/def2-TZVPD.

Last column: Mulliken charge in e.
Atoms and positions in Å:
C1 -0.962 1.483 -0.979  -0.268
C2 0.947 -0.957 0.636  0.138
O1 0.684 0.244 0.389  -0.463
S1 -0.058 -2.301 0.568  -0.162
H1 -1.164 2.388 -0.236  0.114
H2 -0.173 2.089 -1.521  0.127
H3 1.984 -1.136 0.801  0.331
H4 -1.258 -1.810 0.343  0.182

HOMO (eV): -9.19
2S+1: 1
M (g mol⁻¹): 76.1
Orbital gap (eV): 9.066

---

Stability summary - winner: *P*; margin: 333.3 kJ/mol.